# 1
Molecular formula: C3H9N3
Method: DFT, wB97M-V/def2-TZVPD

Properties
Electronic energy, Ha: -283.93786
Max |F|, eV Å⁻¹: 0.330
HOMO energy, eV: -9.2
Total charge: 0
SMILES: [H]/N=C(/C)NNC
Kohn-Sham gap, eV: 10.116

Each atom is followed by the atoms it is bonded to, with distances in Å.
Cartesian coordinates (Å):
1 H 0.16537 2.00851 -0.31225  N2 1.024
2 N 1.07840 1.62745 -0.04670  H1 1.024, C3 1.270
3 C 1.04156 0.36464 -0.17732  N2 1.270, C4 1.507, N5 1.404
4 C 2.24446 -0.48831 0.13134  C3 1.507, H8 1.098, H9 1.092, H10 1.095
5 N -0.04894 -0.37715 -0.65838  C3 1.404, N6 1.398, H11 1.018
6 N -1.28237 0.27945 -0.68387  N5 1.398, C7 1.455, H12 1.014
7 C -2.08759 0.04130 0.50415  N6 1.455, H13 1.093, H14 1.094, H15 1.105
8 H 2.03663 -1.17488 0.96247  C4 1.098
9 H 3.07782 0.16067 0.40698  C4 1.092
10 H 2.52647 -1.08862 -0.74003  C4 1.095
11 H -0.07949 -1.33774 -0.32384  N5 1.018
12 H -1.77375 0.00094 -1.52588  N6 1.014
13 H -3.05707 0.53210 0.38321  C7 1.093
14 H -1.58296 0.48218 1.36887  C7 1.094
15 H -2.25856 -1.03053 0.71125  C7 1.105

***

# 2
Molecular formula: C3H9N3
Method: DFT, wB97M-V/def2-TZVPD

Properties
Electronic energy, Ha: -283.96687
Max |F|, eV Å⁻¹: 1.411
HOMO energy, eV: -8.5
Total charge: 0
SMILES: CNC(=N)NC
Kohn-Sham gap, eV: 9.398

Each atom is followed by the atoms it is bonded to, with distances in Å.
Cartesian coordinates (Å):
1 C 1.15397 1.82798 -1.03790  N2 1.439, H7 1.072, H8 1.101, H9 1.100
2 N 0.02770 1.19867 -0.40035  C1 1.439, C3 1.365, H10 1.030
3 C 0.06668 -0.10398 0.00428  N2 1.365, N4 1.297, N5 1.393
4 N 1.07753 -0.91315 -0.06280  C3 1.297, H11 1.012
5 N -1.09490 -0.53669 0.64020  C3 1.393, C6 1.430, H12 0.999
6 C -1.16991 -1.88646 1.10625  N5 1.430, H13 1.105, H14 1.125, H15 1.100
7 H 0.92780 2.85949 -1.22224  C1 1.072
8 H 1.43239 1.36078 -1.99535  C1 1.101
9 H 2.02847 1.81243 -0.37025  C1 1.100
10 H -0.88814 1.66947 -0.41392  N2 1.030
11 H 1.86168 -0.51231 -0.56089  N4 1.012
12 H -1.92726 0.01570 0.63402  N5 0.999
13 H -0.50488 -2.05433 1.97249  C6 1.105
14 H -0.78627 -2.59898 0.32529  C6 1.125
15 H -2.20487 -2.13862 1.38117  C6 1.100

***

# 3
Molecular formula: C3H9N3O
Method: DFT, wB97M-V/def2-TZVPD

Properties
Electronic energy, Ha: -359.17691
Max |F|, eV Å⁻¹: 4.638
HOMO energy, eV: -8.6
Total charge: 0
SMILES: NCNCC(N)=O
Kohn-Sham gap, eV: 9.402

Each atom is followed by the atoms it is bonded to, with distances in Å.
Cartesian coordinates (Å):
1 N -1.86937 0.21451 -0.99404  C2 1.400, H8 1.027, H9 1.024
2 C -0.61786 0.24244 -1.62159  N1 1.400, N3 1.512, H10 1.114, H11 1.135
3 N 0.56528 0.22266 -0.68075  C2 1.512, C4 1.424, H12 1.026
4 C 0.24901 -0.71999 0.33843  N3 1.424, C5 1.591, H13 1.082, H14 1.060
5 C 0.92268 -0.60196 1.77466  C4 1.591, N6 1.374, O7 1.233
6 N 1.50030 0.63947 1.89216  C5 1.374, H15 1.010, H16 1.043
7 O 0.76078 -1.41211 2.68967  C5 1.233
8 H -2.25255 0.89989 -0.33267  N1 1.027
9 H -2.54170 -0.21233 -1.63798  N1 1.024
10 H -0.53134 1.22214 -2.14568  C2 1.114
11 H -0.37728 -0.60504 -2.33696  C2 1.135
12 H 1.41490 0.17335 -1.25365  N3 1.026
13 H 0.76820 -1.57045 -0.08214  C4 1.082
14 H -0.80064 -0.85514 0.40241  C4 1.060
15 H 1.67801 1.04686 2.79866  N6 1.010
16 H 1.13158 1.31571 1.18947  N6 1.043

***

# 4
Molecular formula: C3H9N3O
Method: DFT, wB97M-V/def2-TZVPD

Properties
Electronic energy, Ha: -359.05835
Max |F|, eV Å⁻¹: 4.761
HOMO energy, eV: -8.7
Total charge: 0
SMILES: [H]/N=C\NO.[H]/N=C/C
Kohn-Sham gap, eV: 9.440

Each atom is followed by the atoms it is bonded to, with distances in Å.
Cartesian coordinates (Å):
1 H -1.77692 -1.63535 -0.51813  N2 1.025
2 N -2.20391 -1.09738 0.24205  H1 1.025, C3 1.288
3 C -1.28851 -0.49538 0.92010  N2 1.288, N4 1.455, H6 1.097
4 N 0.09641 -0.93915 0.96649  C3 1.455, O5 1.396, H7 1.022
5 O 0.47600 -2.02164 0.17154  N4 1.396, H8 0.979
6 H -1.56019 0.03804 1.83994  C3 1.097
7 H 0.71626 -0.63974 1.72136  N4 1.022
8 H 0.16014 -1.80122 -0.72824  O5 0.979
9 H 1.34900 1.61175 1.62811  N10 1.024
10 N 1.59110 1.27043 0.69396  H9 1.024, C11 1.285
11 C 0.56148 1.11288 -0.05798  N10 1.285, C12 1.496, H13 1.214
12 C 0.61018 0.86191 -1.53169  C11 1.496, H14 1.091, H15 1.091, H16 1.092
13 H -0.56551 1.33184 0.33773  C11 1.214
14 H 0.65251 1.81988 -2.05170  C12 1.091
15 H 1.47491 0.24603 -1.78509  C12 1.091
16 H -0.29294 0.33711 -1.84845  C12 1.092

***

- electronic energy of number 1 (C3H9N3)?
  -283.93786 Ha

***

- The highest max |F| belongs to which entry?
  number 4